1.
Density functional theory data (ωB97M-V/def2-TZVPD) for the ion C3H5F2O2Si with charge +1.

energy relative to the best compared isomer or geometry (same formula, charge and spin): 5.71 kcal/mol
F_max: 3.55 eV Å⁻¹

```
! wB97M-V def2-TZVPD RIJCOSX def2/J DEFGRID3
* xyz 1 1
C -0.360 1.280 0.787
C 0.500 -1.638 -1.334
Si 0.441 -0.402 -2.748
O 0.080 -0.840 -0.165
H 0.202 0.878 1.665
H 1.232 -2.445 -1.174
H -0.056 2.312 0.661
C -0.086 0.449 -0.335
F 1.573 0.340 -3.468
H -0.400 -2.211 -1.330
O -0.001 0.835 -1.492
H -1.406 1.238 1.106
F -0.788 -0.405 -3.680
*
```

Mulliken population analysis, charges in e, atoms 1 to 5: number 1, C, carries -1.021; number 2, C, carries -0.499; number 3, Si, carries 0.767; number 4, O, carries -0.302; number 5, H, carries 0.356

---

2.
Density functional theory data (ωB97M-V/def2-TZVPD) for an isolated molecule of C3H5F3.

energy relative to the best compared isomer or geometry (same formula, charge and spin): 37.69 kcal/mol
structure (SMILES): FCC(F)CF
F_max: 3.90 eV Å⁻¹

```
! wB97M-V def2-TZVPD RIJCOSX def2/J DEFGRID3
* xyz 0 1
F 1.640 -0.827 -0.533
C 0.234 0.234 1.226
C -0.405 0.232 -1.166
H -0.200 -1.583 0.156
C 0.352 -0.628 -0.002
H 0.587 -0.256 2.110
H 0.246 1.016 -1.527
H 0.751 1.154 1.284
F -1.091 0.512 1.407
H -1.251 0.847 -0.809
F -0.864 -0.701 -2.146
*
```

Mulliken population analysis, charges in e, atoms 1 to 5: number 1, F, carries -0.305; number 2, C, carries -0.416; number 3, C, carries -0.426; number 4, H, carries 0.264; number 5, C, carries 0.267

---

> What is the F_max in the second record?

3.90 eV Å⁻¹